{
  "formula": "C44H38B2F19N9O5PTi",
  "method": "ωB97M-V/def2-TZVPD",
  "symbols": ["Ti", "C", "C", "N", "O", "B", "F", "F", "O", "N", "C", "C", "C", "N", "O", "B", "F", "F", "O", "N", "C", "C", "C", "H", "H", "H", "H", "H", "H", "H", "H", "H", "H", "H", "H", "C", "C", "N", "C", "C", "N", "C", "N", "N", "N", "C", "C", "C", "C", "C", "C", "H", "H", "H", "H", "H", "H", "H", "H", "H", "H", "H", "C", "C", "O", "C", "F", "F", "F", "C", "F", "F", "F", "H", "H", "H", "F", "C", "F", "F", "C", "C", "C", "C", "C", "C", "P", "C", "C", "C", "C", "C", "C", "C", "F", "F", "F", "C", "C", "C", "C", "C", "C", "C", "F", "F", "F", "H", "H", "H", "H", "H", "H", "H", "H", "H", "H", "H", "H"],
  "xyz": [[-1.6291, 0.0486, -0.2604], [0.0123, -4.0173, -1.5073], [-0.4935, -2.6381, -1.4514], [-0.3469, -1.8128, -0.4986], [0.5102, -2.1019, 0.5201], [0.7212, -0.9718, 1.5036], [1.4581, -1.3680, 2.5069], [-0.6305, -0.5543, 1.8544], [1.3213, 0.2370, 0.8620], [0.4082, 0.8290, 0.0719], [0.8017, 1.8793, -0.6203], [2.0033, 2.6670, -0.2303], [-0.1307, 2.3307, -1.6413], [-1.1546, 1.5560, -1.8497], [-1.9374, 1.8604, -2.8888], [-2.3816, 0.6303, -3.8580], [-3.4471, 1.0748, -4.5439], [-1.2592, 0.2231, -4.4502], [-2.8886, -0.4361, -2.9945], [-2.0257, -0.9619, -2.1139], [-1.4781, -2.0953, -2.4375], [-1.7841, -2.7571, -3.7748], [0.0433, 3.5611, -2.5263], [-0.2836, -4.5241, -0.5727], [1.1134, -3.8836, -1.4140], [-0.2612, -4.5493, -2.4305], [1.9021, 3.1534, 0.7008], [2.2854, 3.3564, -0.9860], [2.8711, 2.0119, -0.1524], [-2.1143, -1.9388, -4.4081], [-2.6127, -3.4351, -3.6528], [-0.9382, -3.4056, -4.0615], [-0.3003, 4.4744, -1.9436], [-0.6490, 3.4483, -3.4116], [1.0463, 3.6774, -2.9441], [-2.2617, 1.8750, 3.0412], [-2.9226, 2.3310, 1.7950], [-2.5981, 1.9928, 0.5140], [-3.5053, 2.6736, -0.3020], [-4.3147, 3.4316, 0.5014], [-3.9969, 3.1562, 1.7735], [-4.6352, 3.8922, 2.9014], [-4.2173, 5.2747, 3.0052], [-4.9381, 6.2262, 2.2533], [-4.8285, 7.3375, 2.8065], [-4.0030, 7.2572, 3.8635], [-3.6074, 8.2646, 4.8019], [-2.8035, 7.9416, 5.8709], [-2.2740, 6.6207, 5.8869], [-2.7077, 5.5544, 5.0576], [-3.5997, 5.9629, 4.0235], [-2.8300, 1.0826, 3.5390], [-2.0299, 2.7832, 3.6664], [-1.3392, 1.4141, 2.7719], [-3.4419, 2.6348, -1.3915], [-5.1529, 4.0941, 0.3794], [-4.3858, 3.4450, 3.8899], [-5.7048, 3.8300, 2.7224], [-4.0580, 9.2475, 4.6577], [-2.5924, 8.6270, 6.6754], [-1.7150, 6.3378, 6.7978], [-2.3052, 4.5808, 5.1464], [-4.8285, -2.3777, -0.3927], [-4.3390, -1.4652, 0.6754], [-3.1839, -0.7600, 0.3575], [-5.4028, -0.4141, 1.0118], [-5.0798, 0.4190, 2.0629], [-5.6619, 0.3702, -0.0169], [-6.5638, -0.9757, 1.3322], [-3.9522, -2.2035, 2.0406], [-3.3135, -1.4427, 2.9471], [-4.9465, -2.7819, 2.6109], [-3.0736, -3.1303, 1.6341], [-5.1177, -1.7094, -1.2188], [-5.6370, -2.9318, -0.0631], [-4.0524, -3.0634, -0.6993], [3.3876, -8.6476, -0.0957], [3.8448, -7.8340, 0.9091], [3.1856, -8.1007, 2.0574], [5.1146, -8.1660, 1.1082], [3.6829, -6.4318, 0.4498], [4.4829, -5.9122, -0.5391], [4.3615, -4.5900, -0.8381], [3.4037, -3.7887, -0.1867], [2.6118, -4.3212, 0.8820], [2.7284, -5.6624, 1.0982], [3.3092, -1.9434, -0.6292], [2.9019, -1.6486, -2.3151], [2.3791, -0.4514, -2.7338], [1.8346, -0.2301, -3.9351], [1.8354, -1.2426, -4.8523], [2.4233, -2.4767, -4.5261], [2.9417, -2.6792, -3.2717], [1.0877, -1.1873, -6.1550], [0.5548, 0.0246, -6.4052], [0.2015, -2.2059, -6.2463], [1.9713, -1.3996, -7.1689], [4.6639, -1.0976, 0.0236], [5.2494, -0.0895, -0.7542], [6.2709, 0.7283, -0.2389], [6.6252, 0.5785, 1.1008], [6.0085, -0.4069, 1.9006], [5.1123, -1.2760, 1.3334], [7.5456, 1.5035, 1.8193], [8.4468, 0.8279, 2.6543], [8.3463, 2.3218, 1.1061], [6.8010, 2.2910, 2.6140], [5.3102, -6.4442, -0.9240], [5.0903, -4.1820, -1.5146], [1.9310, -3.7461, 1.4333], [2.1712, -6.1124, 1.9697], [2.4180, 0.3839, -1.9944], [1.3274, 0.7035, -4.2437], [2.5896, -3.2366, -5.2603], [3.3973, -3.6796, -3.0737], [4.9993, 0.0698, -1.7932], [6.6443, 1.5541, -0.8217], [6.3103, -0.6477, 2.8735], [4.6666, -2.1201, 1.8589]],
  "forces_ev_per_a": [[-0.67, 0.12, 0.22], [1.38, 0.15, 0.43], [-1.89, 0.34, -0.28], [0.63, 1.37, 1.16], [0.54, -0.61, -0.28], [-2.45, 1.16, -1.68], [1.20, -0.82, 1.26], [0.32, -0.22, 0.03], [0.39, -0.11, 0.47], [0.39, 1.26, -2.21], [-0.81, -0.71, 2.37], [0.88, -1.54, -1.25], [-1.08, 0.47, -1.59], [0.99, -0.34, -0.26], [-0.54, -0.32, -0.29], [-0.97, 1.13, 2.59], [0.25, 0.31, -0.68], [1.46, -0.21, -1.32], [-1.06, -0.55, 0.28], [1.00, -1.22, -0.18], [-0.61, 0.58, -0.74], [0.60, 0.10, 1.49], [-1.04, 0.22, -0.04], [-0.06, -0.08, -0.52], [-0.51, -0.68, -0.31], [0.13, 0.15, 0.62], [-0.38, 0.52, 1.10], [-0.07, 0.90, -0.61], [0.03, -0.24, 0.29], [0.46, -0.51, -0.59], [-0.57, -0.26, 0.14], [-0.29, 0.79, -0.44], [0.67, -0.93, -0.75], [0.74, 0.15, 1.16], [0.03, 0.14, 0.47], [-0.07, 0.86, 0.17], [-0.08, -0.48, -1.43], [-0.58, 0.37, 1.28], [0.27, 0.57, 0.27], [-0.71, -0.31, -1.42], [1.07, 0.37, 2.07], [1.10, -0.43, 0.35], [-0.47, 0.78, -0.85], [-0.41, -1.81, 0.38], [-0.43, 1.44, -1.28], [1.28, 1.40, 2.31], [-0.97, 0.15, -0.64], [-0.10, -1.10, -1.42], [-0.88, -1.69, 1.20], [-0.14, 3.21, -0.16], [0.91, -2.15, 0.69], [-0.13, 0.46, 0.23], [-0.35, -1.15, -0.24], [0.79, -0.21, -0.13], [-0.16, -0.09, 0.56], [0.04, 0.07, -0.72], [-0.20, -0.12, -0.94], [-0.03, 0.15, 0.11], [0.25, -0.14, 0.20], [0.18, 0.14, -0.12], [0.08, 0.17, -0.81], [0.18, -0.82, 0.19], [1.10, 1.21, -1.08], [1.53, 1.49, 2.45], [0.02, -0.41, -0.33], [-0.53, 0.73, 0.66], [0.12, -0.82, -0.71], [0.30, 0.52, -0.73], [-0.41, -0.54, 0.41], [1.29, 1.06, -2.25], [-0.32, 0.05, -0.32], [-1.67, -1.00, 1.07], [0.59, -0.82, 0.29], [0.07, -0.55, 0.02], [-1.81, -1.09, 0.57], [0.30, -0.01, -0.13], [-0.02, 0.13, 0.90], [-0.30, -1.21, -0.52], [0.13, -0.05, -0.82], [0.42, 0.05, 0.05], [-0.73, 0.21, 0.65], [-0.03, -0.10, 0.92], [-0.55, 1.39, 0.10], [-0.22, 1.03, 0.50], [1.38, 0.40, -2.68], [-0.31, -1.07, 2.08], [-0.60, -2.61, 0.96], [0.27, -1.29, -0.91], [0.72, 2.27, 3.52], [-1.50, 1.30, -2.40], [-0.40, -1.69, 0.01], [0.34, 0.81, -0.06], [0.56, -1.31, 0.44], [0.94, 0.40, -1.30], [-0.25, -1.14, 0.37], [-0.05, 1.10, 0.20], [-0.12, -0.07, 0.21], [1.08, 1.37, -0.77], [0.96, 0.66, 0.04], [-0.95, -0.31, 0.73], [-0.47, -0.56, -0.11], [0.29, -0.47, -1.74], [-1.01, -0.52, 0.00], [2.26, 0.68, 1.69], [-1.53, 0.39, -1.03], [-0.95, -0.67, -0.41], [0.07, -0.11, 0.00], [0.52, -0.76, -0.53], [-0.04, 0.38, -0.33], [-0.76, 0.84, 0.52], [0.57, 0.50, -1.27], [-0.28, -0.64, -0.64], [0.48, -0.48, 0.60], [-0.38, -0.34, -0.40], [-0.48, 1.07, 0.04], [-0.31, -0.11, -0.03], [0.34, -0.10, -0.16], [0.55, 0.28, 1.36], [0.28, 0.34, 0.39]],
  "e_tot_ev": -155284.147,
  "charge": 1,
  "spin_multiplicity": 3,
  "e_above_lowest_ev": 0.2623,
  "molar_mass_g_mol": 1234.27,
  "s_squared": 2.020,
  "homo_lumo_gap_ha": [0.2575, 0.1787]
}